This record from the Open Molecules 2025 dataset describes a cluster of 3 separate species, C4H14O5 in total in a non-equilibrium geometry. The level of theory is ωB97M-V/def2-TZVPD.

ORCA input file:
```
! RIJCOSX wB97M-V def2-TZVPD def2/J DEFGRID3
* xyz 1 2
C 14.843 15.478 3.086
C 13.402 15.929 2.906
O 12.626 15.175 1.983
O 15.658 15.460 1.867
H 14.805 14.445 3.431
H 15.354 15.957 3.921
H 13.229 16.948 2.561
H 12.862 16.036 3.846
H 13.195 15.201 1.210
H 16.066 16.323 1.766
C 11.319 13.677 -3.832
C 11.393 12.772 -2.566
O 12.474 11.800 -2.688
O 10.717 13.008 -4.858
H 12.236 14.194 -4.117
H 10.698 14.512 -3.510
H 10.421 12.366 -2.284
H 11.613 13.538 -1.822
H 12.226 11.114 -3.312
H 10.754 12.085 -4.598
O 13.896 15.014 -0.352
H 14.655 15.190 0.203
H 14.261 14.600 -1.134
*
```

Values from the calculation:
⟨S²⟩: 0.75
HOMO (alpha / beta), eV: -12.44 / -12.44
HOMO-LUMO gap (alpha / beta), eV: 9.09 / 2.33
Maximum force, eV/Å: 2.98
Total energy, a.u.: -536.56048